47
Properties=species:S:1:pos:R:3:forces:R:3:lowdin_charge:R:1 method="wB97M-V/def2-TZVPD" e_lumo_ev=-4.3 total_charge=+1 homo_lumo_gap_ev=8.056 total_energy_ha=-1083.5660 smiles="CCB(O)c1c(CB(O)O)cc2cc[nH+]cc2c1CC(=O)N(C)C"
O -1.2145 -0.4248 -3.8887 0.945 0.762 1.052 0.146
O -2.0620 0.2782 0.7320 0.502 -0.411 0.243 0.095
O -1.0887 -2.1081 -1.3418 0.715 0.770 1.253 0.138
O -0.6109 1.8365 -4.4117 0.759 -0.464 1.413 0.143
N -2.4123 -1.6200 1.9723 -0.154 1.750 0.311 -0.143
N 1.0656 3.4216 2.3919 -0.140 -0.025 0.199 0.097
C 0.7501 2.1552 2.1339 -0.052 -0.924 -0.836 0.051
C 1.7051 3.8740 0.1483 -0.364 -1.095 0.587 0.036
C 1.4160 -2.7419 -1.5355 0.130 -0.526 0.770 -0.119
C 0.6430 -0.2040 -0.8281 0.207 1.923 -0.351 0.030
C -3.8218 -1.2572 1.6897 -0.833 -0.920 -0.120 -0.077
C 1.2428 0.3238 -3.3140 -0.459 0.828 0.322 0.005
C 1.3737 2.5084 -0.1861 0.039 0.325 -0.443 -0.103
C 1.4919 2.0431 -1.5206 -0.283 -0.134 0.831 0.039
C -1.5828 -0.6314 1.3824 -0.234 0.095 -0.201 -0.432
C -0.0235 -0.7058 1.5188 -0.482 0.874 0.000 -0.020
C 1.5354 4.2900 1.4401 0.338 0.570 -1.205 -0.035
C 0.5366 0.2794 0.4684 -0.150 -1.461 0.235 -0.101
C -2.2438 -1.6309 3.4488 0.512 -0.654 -0.056 -0.064
C 0.8847 1.6242 0.8370 0.236 0.405 -0.354 -0.059
C 2.4405 -2.8639 -0.3405 0.290 0.646 -0.460 -0.089
C 1.1335 0.7374 -1.8370 0.288 -0.394 -0.449 -0.111
B 0.2389 -1.6977 -1.2424 0.412 -0.840 -0.633 -0.410
B -0.2349 0.5836 -3.9018 -0.861 -0.336 -0.864 -0.558
H -2.4056 -0.6299 3.9036 0.036 -0.428 -0.282 0.101
H 0.3661 -1.7271 1.3884 -0.246 0.381 0.029 0.113
H -4.4974 -2.0047 2.1520 0.607 0.215 -0.111 0.096
H 1.0041 -3.7490 -1.7479 0.042 0.582 -0.028 0.108
H 0.9190 3.7520 3.3404 0.119 0.081 -0.202 0.181
H 0.3779 1.5038 2.9311 0.183 0.759 -0.067 0.147
H -4.1052 -0.2797 2.1208 0.265 -0.255 -0.435 0.099
H 1.7578 5.3349 1.6776 -0.225 -0.624 0.518 0.144
H 2.0396 -2.5335 0.6330 0.113 -0.294 -0.367 0.049
H 0.2868 -0.3708 2.5249 -0.265 -0.480 -0.283 0.108
H -4.0236 -1.3147 0.6072 0.206 0.386 0.520 0.098
H -1.2402 -2.8036 -0.6801 -0.241 -0.280 -0.687 0.125
H 1.5735 -0.7162 -3.4372 -0.059 0.473 -0.014 0.105
H 2.8523 -3.8776 -0.2263 -0.272 0.358 -0.098 0.079
H 3.2858 -2.1881 -0.5709 -0.276 -0.347 0.351 0.080
H 2.0802 4.5381 -0.6339 -0.167 -0.134 0.437 0.136
H -1.2232 -1.9899 3.6805 -0.591 0.126 0.139 0.090
H 2.0140 -2.4523 -2.4206 -0.440 -0.130 0.300 0.098
H -2.9985 -2.3266 3.8517 0.546 0.271 -0.032 0.096
H 1.8560 2.7584 -2.2678 -0.165 -0.522 0.150 0.141
H 1.8957 1.0703 -3.7962 0.028 -0.656 0.044 0.121
H -1.7741 -0.2707 -3.1084 -0.300 -0.486 -0.412 0.111
H -1.2038 2.2071 -3.7371 -0.261 0.239 -0.713 0.114